Record 1
# C23H17Br4InNO4PTe4

A structure of composition C23H17Br4InNO4PTe4 (the ωB97M-V functional and the def2-TZVPD basis, OMol25).

XYZ file:
```
55
Properties=species:S:1:pos:R:3
Te 5.3337 2.6695 -5.9268
H -1.0685 -0.4839 1.1658
C 2.4018 -1.2043 0.3366
H 3.7646 -2.5920 1.0410
C -2.2843 1.7850 0.1376
C -2.9833 1.8119 1.3432
Br 0.3712 -6.3449 -2.2818
C -0.3467 -0.0180 1.8283
C -1.3892 -2.7201 -1.2220
C 0.1084 1.2726 1.5498
H -0.2574 -1.7040 3.1415
C 0.5897 -2.1811 -2.5311
C 2.7043 -2.3623 1.1665
H 1.9980 -3.8606 -0.2364
Br -2.2886 -5.3564 -0.5616
H -2.4710 1.5342 -1.9788
N 2.1445 -0.3093 -0.3271
C -4.3790 1.4354 -1.0160
C -4.3583 1.6405 1.3729
O -0.7441 -0.4711 -1.6169
Br 2.3737 -4.0307 -3.6337
C 1.5336 1.1489 3.4901
C -1.1356 -4.0925 -1.3744
H -6.1351 1.3138 0.2113
C 0.1170 -0.7072 2.9365
C -3.0014 1.5926 -1.0382
Br -2.9067 -2.0865 -0.2808
C 1.0643 1.8461 2.3834
Te 3.4476 0.9319 -4.7851
C 1.8259 -3.5576 0.7949
O 1.1218 5.6220 0.6273
C -5.0612 1.4532 0.1902
H -4.8826 1.6534 2.3207
In 0.9279 0.7339 -2.2369
H -2.4418 1.9563 2.2712
H 2.2808 1.6056 4.1273
C 0.8197 -3.5478 -2.6692
C -0.0313 -4.5028 -2.0973
H 1.4711 2.8202 2.1468
C -0.5524 -1.7568 -1.7640
H 0.7685 -3.3093 0.8963
C 1.0596 -0.1229 3.7751
Te 5.3920 4.3490 -3.8279
Te 2.8128 2.7486 -2.8263
H -4.9156 1.2731 -1.9420
H 1.4248 -0.6591 4.6429
C 0.9646 4.4528 0.2745
H 2.5462 -2.0583 2.2038
O 1.3456 -1.2665 -3.0449
H 2.0542 -4.3983 1.4494
H -0.8657 4.0709 1.4179
C -0.4680 3.8779 0.4185
P -0.4704 2.0950 0.0249
O 1.7999 3.6312 -0.1736
H -1.1296 4.3791 -0.2932
```

Results
Max |F| = 0.635 eV/Å
Gap between HOMO and LUMO = 4.701 eV
LUMO level = 3.52 eV
Highest occupied orbital energy = -1.2 eV
DFT total energy = -357617.3114 eV
Net charge = -2

---

Record 2
# C23H17BrFN5O6SW

A structure of composition C23H17BrFN5O6SW in a non-equilibrium geometry (the ωB97M-V functional and the def2-TZVPD basis, OMol25).

XYZ file:
```
55
Properties=species:S:1:pos:R:3
H 6.5994 0.1758 -1.2059
S -2.4827 -0.0620 -0.2417
C 0.8420 0.0012 3.9676
N -1.1508 0.5564 0.5500
C 4.8568 1.0592 -2.0808
H -5.7568 -3.3655 0.9487
N -4.1590 -5.4386 1.1740
C -2.9610 -1.6211 0.2552
C 3.4853 1.1866 -1.9670
H -1.7966 2.4822 -1.6111
H -1.6648 -4.7072 0.7091
C 0.8263 -1.3245 -2.9712
C -1.0330 3.1985 -1.3153
O -3.5248 0.8914 -0.3242
C 1.4292 0.4627 2.8033
C -1.3617 4.5323 -1.3611
C -0.4877 -0.3887 3.8938
H -5.1333 -5.6439 1.3122
O 0.9014 -1.8231 -4.0252
H 2.4741 0.7477 2.7738
H 5.3682 1.5429 -2.8997
C 1.1848 3.7557 -0.5301
W 0.2603 0.6592 -0.9658
O 0.8127 -1.1457 -0.5916
Br 2.5464 2.1886 -3.2666
C -4.7095 -3.1468 0.7855
C 3.4375 -0.1191 -0.0758
H 1.5939 5.8502 -0.2940
H -2.3418 4.8666 -1.6723
O -1.6249 -0.1357 -1.5251
N 2.7671 0.6182 -0.9793
C -0.4037 5.4640 -0.9790
H -3.5013 -6.1942 1.2492
O 1.1750 -3.2080 -1.4333
H 2.1813 3.4690 -0.2145
C 0.9810 -2.0605 -1.5809
F -0.7161 6.7360 -1.0009
N 0.7381 0.5653 1.6693
C -3.7623 -4.1956 0.8792
H 2.8344 -0.5862 0.6908
H 1.4057 -0.0699 4.8854
C 0.2596 2.7562 -0.8956
N -1.2053 -0.2493 2.7792
H -5.0385 -1.0681 0.3958
O 0.6119 -0.0046 -2.6956
C -4.3214 -1.8744 0.4774
H 5.2855 -0.9039 0.6364
C 0.8743 5.0913 -0.5686
H -0.9529 -2.4134 0.1908
C -1.9977 -2.6368 0.3491
C 4.8008 -0.3005 -0.1171
H -1.0045 -0.8234 4.7406
C -2.3919 -3.9074 0.6544
C -0.5761 0.2598 1.7551
C 5.5273 0.3010 -1.1366
```

Results
Max |F| = 1.550 eV/Å
Gap between HOMO and LUMO = 5.266 eV
LUMO level = -8.67 eV
Highest occupied orbital energy = -13.9 eV
DFT total energy = -129267.2165 eV
Net charge = +2

---

Record 3
# C23H17Cl3N2O5S3V

A structure of composition C23H17Cl3N2O5S3V in a non-equilibrium geometry (the ωB97M-V functional and the def2-TZVPD basis, OMol25).

XYZ file:
```
54
Properties=species:S:1:pos:R:3
C 2.1833 1.7017 1.5100
C -2.7340 1.2558 3.2669
C 2.2502 -4.6752 -1.5428
C -3.6414 -0.7739 2.5839
H 0.3752 -0.9888 2.3013
C 0.3746 -3.3688 -1.0546
C 3.3722 2.0202 -2.3901
C 0.8536 -0.9125 -1.6788
H 2.9187 -5.5205 -1.7092
V -0.4508 0.7877 0.5812
H -0.6633 -3.1774 -0.7698
H 3.5503 -0.8201 -0.6988
O 3.1927 2.3210 1.4029
H 1.9406 3.2651 -0.7368
H 0.1216 0.4238 3.0246
C 2.0106 0.0005 -1.9321
O -0.5904 3.8770 -1.7458
N 0.5518 -0.0026 2.2066
C -1.4685 -0.2260 -2.6380
C -0.2140 -0.7447 -2.8078
C 1.0142 3.2039 -0.1187
S 1.8197 1.4025 -2.8844
H 2.5340 -0.4398 1.7961
C -0.2799 3.1455 -0.8791
C 4.0567 1.1086 -1.6750
H 5.0294 1.2182 -1.3488
C 1.9793 0.3473 2.3380
C -2.7862 0.2709 2.3305
C -2.1259 -0.0616 -3.8944
C -3.4673 1.1681 4.4411
Cl -3.7466 -1.9594 1.3090
H -3.1376 0.2630 -3.9523
H 3.7336 2.9931 -2.7213
O 0.1154 -0.4829 -0.4624
O -1.0013 2.0539 -0.4249
C 1.2070 -2.3982 -1.4846
S 2.7398 -3.1195 -2.0762
C -4.2610 -0.9780 3.7717
O -2.0006 0.2100 1.2664
C 3.2600 -0.0062 -1.3502
Cl -1.7259 2.6852 3.1900
H 0.4666 -5.5760 -0.8133
N 0.9687 2.0169 0.8333
H -3.4673 1.9599 5.1838
H -1.6787 -0.2947 -6.0322
H -1.9840 0.0442 -1.7443
H -4.9215 -1.8408 4.0370
Cl -5.1087 0.0379 6.1540
S 0.1145 -1.0033 -4.4690
C -1.3717 -0.3422 -4.9866
H 1.0523 4.1307 0.4913
C 0.9742 -4.6469 -1.0616
C -4.2062 0.0477 4.7062
H 2.2719 0.3995 3.3584
```

Results
Max |F| = 2.796 eV/Å
Gap between HOMO and LUMO (alpha / beta) = 5.874 / 5.870 eV
LUMO level (alpha / beta) = -5.43 / -5.43 eV
Highest occupied orbital energy (alpha / beta) = -11.3 / -11.3 eV
DFT total energy = -133099.5314 eV
Net charge = +1

---

Record 4
# C23H17ClF4N4O

An isolated molecule of C23H17ClF4N4O in a non-equilibrium geometry (the ωB97M-V functional and the def2-TZVPD basis, OMol25).

XYZ file:
```
50
Properties=species:S:1:pos:R:3
C 1.8219 -6.2977 -1.2870
F 3.8611 -7.8240 1.9689
C 1.4022 0.2507 1.8401
C -3.0125 3.5494 -0.5354
C 1.4820 -4.9645 -1.3978
N -3.6360 2.4304 -0.2861
C 2.0830 -1.8262 0.5689
Cl -6.1110 3.5185 -1.1454
C 2.5436 -6.7887 -0.2041
H 1.3413 -0.4106 2.7230
H 1.0850 -2.2621 -1.2724
C 1.9076 -4.0867 -0.3596
O -2.6265 1.4929 0.0752
N 3.0845 -3.7425 1.7336
C -2.8655 5.9524 -1.1865
H 0.9275 -4.5921 -2.2611
H -0.1951 1.4935 2.6202
C -3.6398 4.7748 -0.9815
C 2.9792 -5.9536 0.8417
F 3.0131 -6.2569 3.1822
C 1.6264 -2.7180 -0.4250
H 2.4587 1.1495 -0.5929
H 2.8202 -7.8533 -0.1537
H 0.5325 2.6602 0.5133
C -4.8133 7.3157 -1.4806
H 0.3248 1.6501 -1.7454
C -0.0753 1.7824 0.3833
C 3.7356 -6.4740 2.0458
C 0.0197 0.9199 1.6955
H 1.9305 -0.2697 -1.4931
H -0.7130 0.1062 1.6078
H 1.5360 -7.0297 -2.0382
F -5.3802 8.5304 -1.7115
C -5.6357 6.1650 -1.4199
C -1.4896 2.2565 0.1179
H -0.4077 0.1764 -1.0049
H 3.2268 -1.7346 2.3666
C 1.6931 0.3605 -0.6451
C 2.8464 -2.4291 1.6222
F 4.9742 -5.8531 2.1097
H -2.8821 8.1151 -1.4236
N 1.7476 -0.4291 0.5881
C 0.3217 0.9829 -0.8693
H -6.7217 6.2494 -1.5302
C 2.6649 -4.5771 0.7451
H -1.7912 5.9245 -1.0961
C -5.0187 4.9033 -1.1897
N -1.6830 3.4738 -0.2840
C -3.4493 7.1930 -1.3653
H 2.1561 0.9959 2.0367
```

Results
Max |F| = 2.549 eV/Å
Gap between HOMO and LUMO = 7.904 eV
LUMO level = -0.23 eV
Highest occupied orbital energy = -8.1 eV
SMILES = Fc1ccc(-c2noc(C3CCN(c4cnc5c(C(F)(F)F)cccc5c4)CC3)n2)c(Cl)c1
DFT total energy = -55526.4740 eV

---

Record 5
# C23H17ClIrN4O7

A structure of composition C23H17ClIrN4O7 (the ωB97M-V functional and the def2-TZVPD basis, OMol25).

XYZ file:
```
53
Properties=species:S:1:pos:R:3
C 1.2760 -1.6585 2.1641
C -1.6859 0.2256 -4.4759
C 3.0944 -5.0111 0.4079
C -1.4636 1.0973 -5.5162
C -1.7683 3.1884 4.6910
H -0.3368 1.6158 4.3692
C -1.4155 2.0941 2.5819
O -2.1036 -1.7162 1.1884
C -0.7382 1.0926 1.7426
H -2.1682 1.1416 -6.3367
H -3.2807 4.7067 4.7088
C -0.7939 0.1422 -3.3956
Cl -3.4173 -1.4730 0.5245
H 1.7906 -4.7543 -1.2644
C 1.4061 -3.2693 0.2412
H 3.1475 -3.1123 3.2174
H 3.5976 -5.8692 -0.0199
Ir -0.6441 -0.9189 -0.4855
O -3.8882 -2.6890 -0.0405
H -1.5251 3.3100 5.7381
C 2.8591 -3.4752 2.2382
C -1.1001 2.2429 3.9317
N 1.3162 0.0535 -1.2874
H 1.5945 -1.4301 3.1789
C 2.1037 -4.4046 -0.2904
O 0.4504 -2.7844 -0.4280
H -2.6514 2.7325 0.9579
H 4.2711 -5.0544 2.2411
H -3.8569 4.4229 2.3232
N 0.0285 0.1597 2.4052
N 2.3820 1.7228 -2.2012
H 2.5937 2.4818 -2.8223
C 0.3396 0.9737 -3.3920
C -0.3394 1.9243 -5.5181
O -3.0996 -0.5070 -0.5338
O -4.3264 -0.9190 1.4641
C -2.4074 2.8822 2.0007
C -2.7551 3.9740 4.1100
H -0.1592 2.6084 -6.3353
N 0.4223 -0.8041 1.6115
C 2.4304 0.3384 -0.5274
C -3.0775 3.8185 2.7675
H 1.4205 2.4870 -4.4832
C 3.4835 -4.5494 1.6999
C 3.1067 1.3691 -1.0878
O -0.8560 1.1160 0.5046
C 1.3043 0.9070 -2.2991
H 2.6798 -0.2286 0.3507
H -2.5532 -0.4205 -4.4506
C 0.5427 1.8518 -4.4632
O -1.0672 -0.7260 -2.4397
C 1.8238 -2.7772 1.5397
H 4.0138 1.8715 -0.8059
```

Results
Max |F| = 0.650 eV/Å
Gap between HOMO and LUMO (alpha / beta) = 7.482 / 5.522 eV
LUMO level (alpha / beta) = -0.64 / -2.66 eV
Highest occupied orbital energy (alpha / beta) = -8.1 / -8.2 eV
Multiplicity = 6
DFT total energy = -59769.6850 eV

---

Record 6
# C23H17ClN7O4PdSSe2

A structure of composition C23H17ClN7O4PdSSe2 (the ωB97M-V functional and the def2-TZVPD basis, OMol25).

XYZ file:
```
56
Properties=species:S:1:pos:R:3
C 1.9014 -0.3307 2.2475
C 4.1241 0.8242 3.1886
C 2.2954 -2.6617 -1.3649
H 2.0539 -2.1989 -4.7171
O 1.0549 1.1387 3.8792
O 5.3314 0.7890 3.0940
C -3.0447 2.8360 0.4990
H -1.7078 -3.4006 2.6338
C -1.0118 2.0568 -2.8570
N 0.1780 1.5801 0.5453
C -2.7412 1.7657 1.3213
C 2.7344 -0.3560 -1.9638
C -3.7706 0.2564 -0.2414
C -1.2150 0.7596 -3.1641
C -0.5175 2.3552 -1.5481
H -2.2466 -0.1829 2.6901
C -2.5084 -1.8646 1.6963
C -3.0901 0.4621 0.9571
C 3.7239 -0.3807 1.0016
N -2.2952 -2.5711 2.8153
O 3.5057 1.5261 4.1091
H -2.1959 1.9259 2.2458
N -2.7364 -0.5404 1.8719
C -0.2901 1.2570 -0.6381
H -3.9289 3.4654 -1.3593
C 0.8038 0.0870 3.2254
H -2.7545 3.8355 0.7994
Cl 5.2487 -0.2546 0.2567
H 2.9667 0.6546 -1.6506
H 2.6373 0.1148 -4.0495
C 2.5426 -0.6624 -3.3015
N 2.7112 -1.0010 0.3678
H -1.9254 -2.0287 3.5901
H 2.1660 -3.4102 -0.5879
H -4.0520 -0.7420 -0.5345
O -0.2116 -0.6075 3.3086
N 1.6031 -0.9893 1.1391
H -1.5883 0.4592 -4.1337
Se 0.4194 -3.9292 1.5652
C -3.7007 2.6311 -0.7083
H 1.8256 -3.9622 -2.9918
H 2.4835 1.3897 4.0407
H -1.1290 -1.3071 -2.4567
Pd -0.2050 -1.8551 0.5128
C 2.6079 -1.3603 -1.0141
C -4.0616 1.3390 -1.0606
C 2.0915 -2.9517 -2.7082
C -0.9518 -0.2701 -2.1905
C 2.2141 -1.9616 -3.6722
H -1.2034 2.8634 -3.5524
H -4.5837 1.1590 -1.9931
N -0.5217 -0.0554 -0.9922
C 3.2658 0.0737 2.2195
Se 0.3447 3.3287 0.5670
S -2.4238 -2.6568 0.1639
N -0.2228 3.5589 -1.1006
```

Results
Max |F| = 0.511 eV/Å
Gap between HOMO and LUMO = 4.136 eV
LUMO level = 0.72 eV
Highest occupied orbital energy = -3.4 eV
DFT total energy = -200281.3178 eV
Net charge = -1

---

Record 7
# C23H17EuN7O11P2Se2

A structure of composition C23H17EuN7O11P2Se2 in a non-equilibrium geometry (the ωB97M-V functional and the def2-TZVPD basis, OMol25).

XYZ file:
```
63
Properties=species:S:1:pos:R:3
C 0.2999 1.2699 -2.6884
O 0.8458 -2.2393 -3.2403
C -0.4246 -1.5081 3.7904
O -0.8353 -2.4245 -1.3996
C -0.7493 0.6180 -4.7236
P -1.4746 -2.6326 0.1123
C 0.2890 1.2603 -4.0693
O -1.7409 -0.1132 -6.7446
C -2.8855 4.0897 -0.5837
C 3.2399 -2.9195 2.0042
N 0.0769 2.5563 0.8521
C 4.6134 -2.8641 1.9744
H -3.2293 5.0309 -1.0003
N -2.0068 1.6071 0.4792
O 1.1995 -3.9393 -1.3254
N -0.6367 0.6780 -1.9292
H 1.2380 -0.1570 3.8844
C -1.8072 -1.6236 3.7505
H 5.1801 -3.7852 2.0470
C 3.0346 -0.6553 1.7715
C 5.2594 -1.6268 1.8556
Eu 0.2036 -0.2120 0.3692
N -0.6652 4.9616 -0.0191
H -0.1498 1.8597 3.6787
C -3.6915 2.9783 -0.5396
O 0.0974 1.1765 -6.8356
H -2.2671 -2.6059 3.7386
C -1.6616 0.1020 -2.5823
C 1.3219 1.9993 -1.8738
O -0.1397 -3.0262 0.9289
C -1.7564 0.0507 -3.9559
N 2.4283 -1.8406 1.9295
C -2.0046 0.7670 3.6127
O -1.7438 -1.1945 0.5743
H 1.0642 1.7598 -4.6326
H -3.8627 0.8959 0.0458
H 0.2012 -2.3897 3.8377
C -0.8237 0.5360 -6.2383
Se 0.8166 4.1736 0.5780
H 6.3406 -1.5482 1.8297
C -2.5989 -0.4863 3.6660
C -0.6200 0.8853 3.6604
H -2.5832 -0.4421 -4.4492
H 2.7432 -3.8822 2.0965
O -2.5576 -3.6234 0.1227
H -3.6777 -0.5805 3.6030
O 1.4913 3.1844 -2.1583
H -4.7052 3.0124 -0.9251
H -2.4247 -0.3401 -1.9567
O 1.8283 1.3224 -0.9378
C 0.1720 -0.2522 3.7575
H -2.6186 1.6565 3.5405
H 0.4808 -2.9499 -3.7739
O 1.4309 -1.3940 -0.9696
N 4.9620 0.7750 1.6196
P 0.7827 -2.5617 -1.6886
C -1.1826 2.6784 0.4091
Se 3.5026 1.8314 1.4368
C -1.5623 3.9819 -0.0868
C 4.4832 -0.4725 1.7436
C -3.2162 1.7702 0.0047
H 0.3944 -3.6388 0.3662
N 2.2813 0.4611 1.6563
```

Results
Max |F| = 4.015 eV/Å
Gap between HOMO and LUMO (alpha / beta) = 4.342 / 3.051 eV
LUMO level (alpha / beta) = 3.92 / 0.05 eV
Highest occupied orbital energy (alpha / beta) = -0.4 / -3.0 eV
Multiplicity = 8
DFT total energy = -225687.8147 eV
Net charge = -2

---

Record 8
# C23H18BrClCoN2O7S2

A structure of composition C23H18BrClCoN2O7S2 (the ωB97M-V functional and the def2-TZVPD basis, OMol25).

XYZ file:
```
55
Properties=species:S:1:pos:R:3
H -0.8320 -2.9159 0.0623
C -0.5387 -1.9707 0.5222
C 2.3745 1.0600 1.1707
S -0.8676 2.8150 -1.5636
C 2.9940 -3.5432 -1.1077
C -4.8274 -1.9960 -1.9120
H -4.3193 -2.8109 -2.4123
C 1.5014 1.2753 3.5791
O 1.5639 2.7750 -3.7117
C -6.1060 0.0975 -0.6347
C 3.7418 -2.8958 -2.1326
H -4.7069 1.0895 1.3923
O 2.8102 3.0205 -1.7478
Co 1.2204 1.6898 -1.3804
C -1.7266 1.6732 -0.6769
C 3.0105 1.7282 5.3855
S -3.3042 2.2006 -0.1155
O 2.0209 0.1857 -2.4395
C 3.3806 -1.6699 -2.5678
H 3.1827 1.9040 6.4400
C 1.4585 -1.6482 -0.9849
C 1.9006 -2.9380 -0.5732
H -6.6070 0.9209 -0.1378
C -6.1607 -1.7326 -2.1908
C 0.2592 -1.1261 -0.4380
H -6.6986 -2.3410 -2.9067
O 3.9337 2.8220 -3.8299
H 0.0660 -2.1937 1.4026
C 4.0697 1.7312 4.4882
C -6.7996 -0.6814 -1.5481
O 1.5213 1.8204 0.6132
N -0.1480 0.0968 -0.7764
N -1.3498 0.4461 -0.3317
O 3.0786 0.2077 0.6311
H 4.6469 1.4722 2.4318
H 3.9329 -1.1310 -3.3258
C -4.7681 -0.1590 -0.3483
H 4.6103 -3.3888 -2.5522
H -3.0912 -1.4084 -0.7918
H 1.3549 -3.4534 0.2027
O 2.7473 4.7919 -3.3201
H 0.8899 1.4623 5.6206
H 5.0789 1.9102 4.8366
C -4.1358 -1.2157 -0.9966
C -4.0258 0.7065 0.6313
H 3.3012 -4.5178 -0.7518
C 2.2533 -0.9641 -2.0015
H -7.8397 -0.4667 -1.7595
C 2.5439 1.2834 2.6622
H -3.2239 0.1649 1.1266
H -1.4244 -1.4398 0.8475
Cl 2.7794 3.3698 -3.1929
C 1.7236 1.4879 4.9323
C 3.8327 1.4972 3.1446
Br -0.2825 0.9024 3.0369
```

Results
Max |F| = 0.107 eV/Å
Gap between HOMO and LUMO (alpha / beta) = 7.555 / 5.646 eV
LUMO level (alpha / beta) = 2.21 / 0.00 eV
Highest occupied orbital energy (alpha / beta) = -5.3 / -5.6 eV
Multiplicity = 5
DFT total energy = -183314.4095 eV
Net charge = -1

---

- What is the max |F| in the second record?
  1.550 eV/Å

---

- Which of these has the highest max |F|?
  C23H17EuN7O11P2Se2

---

- The lowest DFT total energy belongs to which entry?
  C23H17Br4InNO4PTe4